(1)
{"formula": "C2H5F2N3O4S3", "method": "ωB97M-V with the def2-TZVPD basis set", "multiplicity": 1, "homo_lumo_gap_ev": 9.8, "lumo_ev": -1.6, "homo_ev": -11.381, "total_charge": 0, "total_energy_ev": -52750.3326, "e_above_lowest_kj_mol": 43.5, "elements": ["F", "O", "H", "S", "N", "O", "H", "C", "H", "H", "F", "S", "H", "O", "O", "N", "N", "C", "S"], "positions_angstrom": [[-3.339, 0.980, 1.708], [-2.293, -2.800, -0.584], [1.493, -1.095, -0.764], [-2.495, 1.023, 0.363], [-2.870, -0.296, -0.392], [-0.610, -1.194, 0.175], [3.323, -0.832, -1.394], [2.540, 0.736, -0.208], [2.368, 1.284, -1.123], [3.032, -1.388, 0.331], [-2.617, -1.506, 1.548], [0.126, 0.815, 0.230], [3.507, 1.164, 0.225], [-3.017, 2.128, -0.307], [-0.100, 0.897, -1.213], [1.518, 1.145, 0.799], [-1.095, 1.204, 1.062], [2.564, -0.713, -0.483], [-2.037, -1.552, 0.028]], "nbo_charge": [-0.458, -0.815, 0.235, 2.434, -1.139, -0.963, 0.231, -0.272, 0.213, 0.231, -0.491, 2.179, 0.228, -0.844, -0.868, -0.674, -1.114, -0.639, 2.525]}

=====

(2)
{"formula": "C26H26Br2N7OPrS5", "method": "ωB97M-V with the def2-TZVPD basis set", "multiplicity": 3, "homo_lumo_gap_ev": [7.0, 7.0], "lumo_ev": [-6.0, -6.0], "homo_ev": [-12.955, -12.954], "total_charge": 2, "total_energy_ev": -248180.9704, "e_above_lowest_kj_mol": 0.0, "elements": ["H", "H", "C", "Pr", "H", "C", "S", "C", "H", "H", "C", "H", "S", "H", "S", "C", "H", "C", "H", "H", "N", "H", "C", "H", "H", "C", "C", "H", "N", "O", "H", "C", "H", "H", "C", "H", "C", "H", "C", "C", "H", "Br", "C", "H", "N", "H", "C", "N", "C", "C", "Br", "C", "N", "N", "H", "C", "C", "H", "C", "C", "C", "S", "C", "H", "N", "C", "H", "S"], "positions_angstrom": [[-2.042, 4.644, 4.856], [1.795, 0.357, -3.046], [0.050, 1.237, -3.931], [-0.901, 0.313, 0.449], [-0.687, 0.677, 6.174], [-1.276, -3.831, -1.916], [-2.494, 2.641, 0.336], [2.369, 2.080, 0.021], [3.407, 3.688, -0.725], [-1.164, -4.862, -1.618], [-0.573, 0.388, -6.094], [-0.624, 3.231, 6.361], [-0.935, 4.299, -1.705], [-1.654, -0.207, -2.837], [1.092, 4.162, -4.057], [-0.830, -3.576, 3.184], [0.718, -0.909, -6.999], [-1.500, 2.765, -1.134], [4.210, -2.066, 0.196], [2.713, -1.334, 2.738], [1.242, 1.404, 0.160], [-0.863, -1.424, 3.351], [1.423, -0.481, -5.003], [-2.310, 2.733, 6.550], [-0.811, -3.752, 4.230], [-1.492, -2.197, -3.699], [-1.086, 1.342, 5.402], [-1.261, 0.458, -6.951], [-0.259, 2.178, -2.876], [-1.067, 0.785, 2.800], [-2.694, 3.120, 4.271], [-1.352, -3.484, -3.231], [1.790, 3.589, -1.270], [-0.777, 3.568, 2.637], [-1.186, -3.090, 0.474], [-1.650, 1.906, -5.051], [-1.200, -2.812, -0.995], [2.470, -2.074, 0.342], [-0.845, -2.298, 2.669], [0.004, 3.517, -3.022], [0.279, 3.729, 4.032], [-0.934, -6.382, 3.071], [0.589, -0.405, -6.109], [4.273, -0.711, 2.391], [-1.048, 1.775, -1.813], [-1.590, -1.945, -4.778], [-1.196, -4.410, 0.981], [2.536, 3.159, -0.721], [2.733, 0.169, 1.343], [3.389, -2.182, 0.883], [-1.187, -4.951, -4.504], [-0.677, 3.301, 3.727], [-0.989, -2.082, 1.338], [-1.246, -1.493, -1.343], [-1.965, 0.905, 4.995], [-1.421, 2.769, 5.849], [-0.970, -4.645, 2.311], [-1.438, -5.264, 0.352], [-0.801, 1.296, -5.067], [-1.498, -1.241, -2.639], [1.148, 0.374, -3.894], [3.712, 1.426, 0.865], [-1.809, 3.598, 4.648], [2.325, -1.062, -4.963], [1.509, 0.275, 0.945], [3.377, -1.053, 1.932], [3.376, -3.225, 1.296], [-0.227, 1.590, 3.832]], "nbo_charge": [0.263, 0.216, 0.116, 1.561, 0.273, -0.213, -0.175, 0.273, 0.431, 0.248, -0.191, 0.221, 0.438, 0.234, -0.027, -0.253, 0.231, -0.078, 0.229, 0.237, -0.440, 0.238, -0.195, 0.251, 0.252, -0.257, -0.585, 0.239, -0.301, -1.006, 0.218, -0.001, 0.442, 0.283, 0.282, 0.230, 0.155, 0.205, 0.073, -0.156, 0.244, 0.168, -0.189, 0.237, -0.389, 0.284, -0.261, -0.752, 0.088, -0.595, 0.119, -0.603, -0.559, -0.549, 0.245, -0.407, -0.021, 0.247, -0.199, 0.125, -0.208, 0.515, -0.420, 0.234, -0.364, -0.443, 0.243, 1.246]}

=====

(3)
{"formula": "C22H32BrIN5RuS5Se", "method": "ωB97M-V with the def2-TZVPD basis set", "multiplicity": 2, "homo_lumo_gap_ev": [7.6, 5.7], "lumo_ev": [-5.7, -7.6], "homo_ev": [-13.322, -13.321], "total_charge": 2, "total_energy_ev": -231019.7970, "e_above_lowest_kj_mol": 0.0, "elements": ["N", "H", "C", "Se", "I", "H", "H", "H", "C", "H", "C", "H", "C", "C", "H", "H", "N", "H", "S", "C", "C", "H", "Ru", "H", "S", "S", "C", "C", "H", "C", "C", "H", "Br", "S", "H", "H", "C", "C", "H", "H", "C", "H", "C", "H", "C", "C", "N", "H", "C", "N", "H", "H", "C", "S", "H", "N", "H", "H", "H", "H", "H", "H", "C", "C", "H", "C", "H", "H"], "positions_angstrom": [[3.691, 0.258, 1.874], [5.277, -1.034, 2.464], [3.556, -0.449, 4.643], [1.661, 1.166, -1.506], [-0.457, -1.441, -3.072], [-0.697, 4.920, 2.016], [-2.105, 3.122, -2.887], [-3.127, 3.081, -0.157], [-1.643, -3.965, -0.412], [4.517, -1.366, 0.897], [-0.916, 4.076, -1.330], [-2.068, 4.455, 1.028], [4.357, 1.211, 0.985], [-2.341, -5.095, -4.546], [1.453, -4.878, -1.375], [-3.421, 0.205, 0.879], [-1.360, -2.817, 0.191], [4.487, -0.006, 4.302], [-1.761, 1.413, -1.252], [-1.170, 4.078, 1.513], [1.145, -0.040, 4.475], [-0.263, 4.743, -1.889], [0.000, 1.208, 0.277], [5.386, 1.335, 1.326], [1.524, 1.841, 2.105], [0.003, 3.576, 0.178], [-4.058, -3.797, -3.478], [-1.299, 2.882, -2.192], [1.080, 0.752, 5.222], [-0.680, -4.797, -0.987], [2.482, -0.463, -1.281], [3.852, 2.169, 1.008], [0.383, -4.394, -4.778], [-1.668, 1.289, 1.953], [-4.380, -5.715, -4.391], [-5.090, -3.669, -3.179], [0.613, -4.359, -0.937], [2.625, 0.561, 2.611], [-4.024, 1.646, 1.687], [-2.415, 3.265, 3.073], [-0.089, -2.434, 0.245], [-3.432, -1.915, -2.661], [-3.190, 2.004, -0.286], [1.823, -2.812, -0.337], [4.330, -1.058, 1.925], [-1.410, -4.104, -4.260], [3.017, -1.474, -1.135], [4.377, 0.824, -0.032], [-1.803, -2.957, -3.580], [0.876, -3.198, -0.311], [-2.024, -5.980, -5.080], [1.055, -1.004, 4.974], [-3.234, 1.269, 1.037], [0.423, -1.045, 1.161], [-0.703, 2.927, 3.279], [2.443, 0.002, 3.803], [-0.452, 2.541, -2.789], [-1.780, 4.657, -1.013], [-0.942, -5.725, -1.472], [0.338, 0.054, 3.757], [3.657, -1.775, 2.384], [-2.691, -4.241, -0.445], [-1.499, 3.003, 2.542], [-3.130, -2.809, -3.190], [3.646, -1.535, 4.656], [-3.662, -4.941, -4.156], [-4.084, 1.785, -0.871], [3.359, -0.105, 5.657]], "nbo_charge": [-0.399, 0.217, -0.415, 0.162, 0.166, 0.267, 0.269, 0.223, 0.156, 0.241, -0.540, 0.230, -0.411, -0.223, 0.255, 0.264, -0.453, 0.224, 0.522, -0.532, -0.413, 0.271, -0.110, 0.223, -0.143, 0.474, -0.154, -0.563, 0.217, -0.291, 0.073, 0.239, 0.102, 0.516, 0.240, 0.225, 0.135, 0.453, 0.264, 0.262, 0.334, 0.222, -0.547, 0.478, -0.419, -0.131, -0.439, 0.217, -0.211, -0.506, 0.247, 0.226, -0.558, -0.178, 0.271, -0.387, 0.262, 0.240, 0.268, 0.231, 0.220, 0.229, -0.570, -0.257, 0.220, -0.202, 0.265, 0.232]}

=====

(4)
{"formula": "C6H12O", "method": "ωB97M-V with the def2-TZVPD basis set", "multiplicity": 1, "homo_lumo_gap_ev": 9.5, "lumo_ev": 0.9, "smiles": "C=C/C(C)=C/C.O", "homo_ev": -8.590, "total_charge": 0, "total_energy_ev": -8462.6891, "e_above_lowest_kj_mol": 160.6, "elements": ["H", "H", "H", "H", "H", "C", "H", "H", "H", "C", "C", "C", "H", "H", "C", "H", "C", "O", "H"], "positions_angstrom": [[-0.974, 1.100, -1.794], [1.602, 1.979, 0.102], [-1.730, 0.303, -2.953], [-1.542, 0.340, 1.295], [1.226, -1.674, 0.169], [1.483, 0.936, -0.170], [-0.784, -1.620, 2.215], [-1.757, -1.778, 0.759], [-0.492, -2.990, 1.130], [-0.701, 1.014, 1.150], [2.143, 0.473, -1.237], [0.338, -1.151, 0.497], [2.861, 1.172, -1.646], [2.013, -0.527, -1.617], [-0.765, -1.939, 1.169], [-0.405, 1.369, 2.140], [0.403, 0.201, 0.525], [-1.772, 0.977, -2.287], [-1.145, 1.813, 0.555]], "nbo_charge": [0.482, 0.202, 0.477, 0.221, 0.198, -0.211, 0.219, 0.222, 0.218, -0.655, -0.388, -0.160, 0.202, 0.199, -0.660, 0.222, -0.055, -0.958, 0.223]}

=====

(5)
{"formula": "C14H48O13", "method": "ωB97M-V with the def2-TZVPD basis set", "multiplicity": 1, "homo_lumo_gap_ev": 10.0, "lumo_ev": 0.3, "smiles": "OCCO.OCCO.OCCO.CCO.CCO.CCO.CCO.O.O.O", "homo_ev": -9.700, "total_charge": 0, "total_energy_ev": -41911.3691, "e_above_lowest_kj_mol": 18.3, "elements": ["H", "H", "H", "O", "C", "O", "H", "H", "H", "C", "H", "C", "H", "O", "C", "H", "O", "H", "C", "H", "H", "H", "H", "H", "H", "H", "C", "O", "H", "H", "H", "H", "O", "H", "H", "H", "C", "H", "H", "H", "H", "H", "H", "H", "C", "H", "C", "O", "C", "H", "H", "H", "H", "H", "C", "C", "H", "H", "C", "C", "H", "O", "O", "H", "H", "H", "H", "O", "O", "H", "O", "H", "H", "O", "H"], "positions_angstrom": [[-1.356, -0.974, 1.684], [4.434, -1.252, 2.784], [4.441, 0.835, 1.798], [3.541, 0.492, 2.050], [0.901, -0.934, -1.481], [-0.497, -5.293, -0.855], [-3.529, -3.004, 2.958], [-2.766, -2.724, 4.499], [-4.685, -1.624, -2.815], [-1.328, 3.867, -4.997], [-3.441, 3.095, 0.052], [-2.282, 1.514, 0.939], [1.401, 2.641, -0.453], [-3.197, 3.446, 2.019], [2.315, 4.292, -0.540], [-1.929, 1.230, 2.850], [1.881, -4.448, -1.596], [-3.711, 4.229, 1.875], [2.249, -0.333, -1.675], [-0.996, -3.525, 3.041], [-0.402, 2.513, -3.657], [1.839, 5.284, -0.850], [3.573, -0.192, 4.026], [2.039, 1.288, 1.188], [0.070, -4.975, 1.134], [2.340, -4.222, 0.400], [2.326, -1.336, 2.728], [2.453, -2.068, 1.482], [-0.800, -1.975, 3.715], [-4.408, 2.035, 1.225], [2.162, 0.781, -1.833], [-2.602, 0.867, 0.119], [1.400, 3.290, -1.190], [0.097, -0.606, -2.193], [1.490, -0.691, 2.830], [1.945, -5.936, -0.067], [-0.678, 3.595, -3.681], [-1.405, 2.029, 0.761], [4.323, 5.015, -0.857], [2.716, -0.640, -2.630], [0.062, -3.525, 0.122], [-1.132, 3.640, -1.831], [0.251, 4.258, -3.650], [-1.545, 4.940, -5.220], [3.587, -0.555, 2.974], [-2.281, -3.027, 0.229], [1.713, -4.844, -0.253], [-4.621, -1.287, -1.870], [-1.360, -2.473, 2.980], [2.868, -0.579, -0.826], [1.142, -2.045, -1.517], [2.397, 4.264, 0.555], [0.738, 0.969, 0.461], [-0.648, 3.494, -5.756], [3.592, 4.233, -1.225], [-2.833, -2.363, 3.491], [-0.082, -1.469, 0.151], [2.176, -2.049, 3.558], [-3.442, 2.522, 1.001], [0.268, -4.632, 0.116], [-3.203, -1.336, 3.490], [-1.565, 3.882, -2.655], [-2.622, -3.337, -0.594], [-1.240, -4.699, -1.064], [4.093, 3.209, -1.148], [-5.562, -1.239, -1.595], [-2.253, 3.312, -4.934], [-2.226, 0.688, 2.094], [1.210, 1.670, 0.960], [1.787, -1.646, 0.960], [-1.157, -1.971, 1.650], [3.566, 4.446, -2.240], [-3.141, -2.588, -0.970], [0.399, -0.649, -0.136], [1.137, -4.806, -2.094]], "lowdin_charge": [0.094, 0.136, 0.135, -0.089, -0.254, -0.063, 0.070, 0.063, 0.083, -0.108, 0.127, -0.210, 0.003, -0.059, -0.291, 0.121, -0.071, 0.079, -0.082, 0.122, 0.118, 0.128, 0.128, -0.004, 0.117, 0.103, -0.226, -0.049, 0.080, 0.126, 0.080, 0.130, -0.140, 0.131, 0.103, 0.133, -0.392, 0.086, 0.096, 0.093, 0.097, 0.062, 0.126, 0.089, -0.249, -0.010, -0.252, -0.085, -0.266, 0.069, 0.116, 0.113, 0.024, 0.072, -0.136, -0.061, 0.061, 0.124, -0.242, -0.273, 0.063, -0.076, -0.043, 0.062, 0.100, 0.056, 0.069, -0.073, -0.047, 0.017, -0.153, 0.041, 0.033, -0.157, 0.079]}